# 1
Density functional theory data (the ωB97M-V functional and the def2-TZVPD basis) for a molecular structure, CH3BCl2.

Geometry as XYZ:
```
7
Properties=species:S:1:pos:R:3:forces:R:3
B 0.738 0.187 0.556 -1.715 0.001 2.799
C -0.558 0.010 -0.271 0.523 1.340 -5.084
Cl -0.332 -1.757 -0.216 -0.299 0.019 0.196
Cl -2.203 0.690 -0.122 1.379 -0.796 0.380
H 1.771 0.406 0.201 1.710 0.205 -1.476
H 0.725 0.118 1.786 -0.535 -0.051 -0.802
H -0.141 0.345 -1.933 -1.064 -0.719 3.987
```
Forces are in eV/Å.

## Properties
HOMO-LUMO gap	9.808	eV
calculated total energy	-984.9914	a.u.

Löwdin charges, unit e, in atom order: atom 1 (B): -0.279, atom 2 (C): -1.123, atom 3 (Cl): 0.630, atom 4 (Cl): 0.530, atom 5 (H): -0.003, atom 6 (H): 0.045, atom 7 (H): 0.201

=====

# 2
Density functional theory data (the ωB97M-V functional and the def2-TZVPD basis) for a molecular structure, C11H27Br9O8.

Geometry as XYZ:
```
55
Properties=species:S:1:pos:R:3:forces:R:3
C -1.458 -3.418 -0.213 1.716 1.637 -0.191
C -1.839 -2.190 0.604 0.108 -0.231 0.883
O -2.329 -1.130 -0.214 1.000 1.131 0.540
O -0.134 -3.205 -0.835 -0.928 -0.483 1.092
H -2.196 -3.621 -0.945 -0.799 0.046 -0.980
H -1.454 -4.282 0.419 0.568 -0.516 0.486
H -1.023 -1.875 1.297 -0.143 -0.052 -0.985
H -2.595 -2.489 1.340 -0.464 -0.026 -0.319
H -1.797 -0.289 -0.038 -0.614 -1.808 -0.578
H -0.194 -3.069 -1.780 -0.365 -0.085 -0.140
C -0.926 2.141 0.033 -0.711 1.307 -0.625
C -0.682 2.458 1.505 -0.953 0.411 0.091
O 0.741 2.529 1.704 -0.897 -0.460 0.146
O -0.407 0.859 -0.325 0.126 0.592 0.154
H -0.458 2.934 -0.580 0.011 -0.351 0.148
H -2.015 2.218 -0.236 0.905 -0.409 0.429
H -1.147 1.592 2.069 0.908 1.173 -0.071
H -1.164 3.480 1.819 0.613 -2.024 -0.559
H 0.987 3.421 1.467 0.373 0.342 -0.026
H 0.405 0.993 -0.837 -0.305 -0.261 0.117
C -4.073 1.044 -2.078 -0.398 -0.987 0.143
C -4.696 1.088 -0.700 1.606 -0.585 0.794
O -4.960 -0.206 -0.130 -1.251 1.461 -0.579
O -4.846 0.153 -2.847 -0.282 -0.589 -0.836
H -2.989 0.683 -2.057 -1.148 0.763 -0.012
H -4.222 2.059 -2.487 0.624 -0.438 -0.148
H -5.598 1.658 -0.697 -0.751 0.195 -0.013
H -3.938 1.615 -0.115 -0.267 0.191 0.653
H -4.170 -0.709 -0.248 1.352 -0.742 0.144
H -5.166 -0.590 -2.295 0.384 0.758 -0.125
C 2.027 -1.282 1.196 -0.539 -0.496 0.504
C 3.049 -2.267 1.815 -0.699 0.391 -0.483
O 4.270 -2.347 1.123 0.244 -0.073 -0.746
O 2.273 0.038 1.653 -0.141 0.765 0.311
H 1.048 -1.701 1.547 0.419 0.743 -0.433
H 2.038 -1.189 0.107 -0.006 -0.956 -0.117
H 2.601 -3.267 1.959 0.000 0.313 -0.324
H 3.276 -1.898 2.800 0.130 0.256 0.492
H 4.073 -2.707 0.243 0.229 0.114 0.359
H 1.697 0.705 1.209 0.415 -0.881 0.374
C 5.157 0.720 -0.167 -1.647 0.002 0.314
Br 3.860 1.270 -1.505 -0.496 0.223 -0.155
Br 5.620 2.196 0.940 0.196 0.102 0.219
Br 6.553 -0.098 -1.063 1.338 -0.623 -0.328
H 4.607 -0.017 0.424 0.390 0.211 0.086
C 0.309 -0.531 -5.516 0.529 0.300 0.992
Br 2.015 0.282 -5.102 0.232 0.272 -0.290
Br -0.951 0.748 -6.179 0.147 -0.318 -0.231
Br -0.311 -1.262 -3.831 -0.400 -0.184 -0.098
H 0.567 -1.340 -6.183 -0.551 0.027 -0.266
C 2.088 2.002 4.253 0.557 -0.199 -0.253
Br 0.481 1.270 5.035 0.246 0.208 0.063
Br 3.713 1.118 4.893 -0.592 0.101 -0.165
Br 2.301 3.931 4.567 -0.354 -0.711 -0.284
H 1.984 1.774 3.179 0.337 0.454 0.825
```
Forces are in eV/Å.

## Properties
HOMO-LUMO gap	9.834	eV
calculated total energy	-24203.2406	a.u.

Löwdin charges, unit e, in atom order: atom 1 (C): -0.176, atom 2 (C): -0.223, atom 3 (O): -0.109, atom 4 (O): -0.094, atom 5 (H): 0.107, atom 6 (H): 0.107, atom 7 (H): 0.114, atom 8 (H): 0.118, atom 9 (H): 0.082, atom 10 (H): -0.007, atom 11 (C): -0.230, atom 12 (C): -0.203, atom 13 (O): -0.133, atom 14 (O): -0.087, atom 15 (H): 0.131, atom 16 (H): 0.108, atom 17 (H): 0.131, atom 18 (H): 0.162, atom 19 (H): 0.093, atom 20 (H): 0.095, atom 21 (C): -0.262, atom 22 (C): -0.236, atom 23 (O): -0.062, atom 24 (O): -0.078, atom 25 (H): 0.119, atom 26 (H): 0.128, atom 27 (H): 0.114, atom 28 (H): 0.088, atom 29 (H): 0.021, atom 30 (H): 0.093, atom 31 (C): -0.224, atom 32 (C): -0.229, atom 33 (O): -0.073, atom 34 (O): -0.125, atom 35 (H): 0.104, atom 36 (H): 0.111, atom 37 (H): 0.123, atom 38 (H): 0.110, atom 39 (H): 0.100, atom 40 (H): 0.058, atom 41 (C): -1.703, atom 42 (Br): 0.526, atom 43 (Br): 0.609, atom 44 (Br): 0.647, atom 45 (H): -0.057, atom 46 (C): -1.608, atom 47 (Br): 0.538, atom 48 (Br): 0.598, atom 49 (Br): 0.594, atom 50 (H): -0.021, atom 51 (C): -1.585, atom 52 (Br): 0.586, atom 53 (Br): 0.544, atom 54 (Br): 0.539, atom 55 (H): -0.073

=====

# 3
Density functional theory data (the ωB97M-V functional and the def2-TZVPD basis) for a molecular structure, C31H25BrCl2CuF6N4O7S2.

Geometry as XYZ:
```
79
Properties=species:S:1:pos:R:3:forces:R:3
Cu -0.347 1.052 1.139 -0.056 0.107 -0.408
F -5.885 2.276 3.762 0.500 0.085 0.775
C -4.579 1.953 3.843 0.023 -0.336 -1.175
F -3.860 2.944 4.373 -0.476 -0.096 0.064
F -4.438 0.857 4.597 -0.114 0.454 0.129
S -4.064 1.561 2.095 2.479 -1.285 -0.968
O -2.591 1.493 2.043 -1.498 0.343 0.870
O -4.684 0.264 1.890 -0.313 1.630 0.051
N -4.609 2.711 1.212 -1.136 -0.087 0.696
S -4.183 4.078 0.558 2.694 -0.985 0.655
O -2.866 4.556 0.985 -1.898 -0.352 -0.873
O -4.568 3.928 -0.813 0.198 1.313 0.061
C -5.339 5.327 1.347 -2.025 -1.126 1.981
F -6.513 5.241 0.656 0.882 0.604 0.695
F -5.019 6.614 1.543 0.271 -0.882 -1.040
F -5.600 4.861 2.650 0.248 0.561 -1.686
Br -4.874 -1.186 -3.884 0.143 0.030 0.450
C -3.457 -0.566 -2.717 0.859 -1.080 0.162
C -2.157 -1.069 -2.968 -2.197 0.372 -1.897
C -1.096 -0.468 -2.404 2.284 1.646 1.025
C -1.282 0.607 -1.448 -1.302 -1.462 -0.373
C -2.604 0.906 -1.060 -0.420 -0.778 -1.044
C -3.699 0.305 -1.679 -1.198 -0.459 -0.264
N -0.340 1.263 -0.765 0.676 1.042 1.033
C 0.891 1.736 -1.294 -0.482 -1.843 0.310
C 0.905 3.504 0.648 0.916 0.127 -1.674
C 1.210 4.891 0.901 -0.264 0.239 1.506
C 0.668 5.494 2.029 1.174 0.208 -1.032
C -0.046 4.742 2.962 -1.454 -0.838 0.250
C -0.484 3.478 2.544 1.306 1.811 1.321
N 0.075 2.877 1.519 -1.225 -0.973 -0.538
H -2.110 -1.751 -3.815 0.486 -0.125 0.334
H -0.042 -0.670 -2.716 -1.047 -0.161 0.353
H -2.748 1.704 -0.377 -0.033 0.344 0.535
H -4.784 0.388 -1.420 1.226 0.782 0.076
H 1.608 0.859 -1.338 0.108 0.729 -0.226
H 1.889 5.414 0.239 -0.436 0.136 -0.170
H 0.736 6.585 2.161 0.397 -0.491 0.082
H -0.334 5.124 3.943 -0.251 0.084 -0.519
H -1.216 2.924 3.095 -0.117 -0.251 0.294
C 1.601 1.837 -3.673 -1.741 0.295 -0.405
O 0.572 2.057 -2.685 1.284 0.834 -0.463
C 1.432 2.869 -0.480 -0.127 -0.678 0.257
C 2.784 3.242 -0.926 0.626 1.820 -0.414
H 1.703 0.718 -3.773 0.169 0.993 -0.423
H 2.590 2.287 -3.444 -0.640 -0.171 -0.079
H 1.139 2.366 -4.620 1.177 -1.369 1.569
H 3.433 3.440 -0.066 0.184 0.088 -0.052
H 2.804 4.175 -1.556 0.195 -0.521 0.193
H 3.243 2.456 -1.512 0.118 -0.209 -0.057
Cl 1.842 -5.134 -2.718 -1.055 0.092 -0.566
C 3.388 -4.566 -2.306 0.744 -0.647 0.384
C 4.433 -4.941 -3.146 0.540 1.176 0.903
C 5.733 -4.554 -2.788 -0.015 -1.693 -2.277
C 5.985 -3.868 -1.662 0.867 2.319 2.296
C 4.925 -3.461 -0.838 -0.998 -0.713 -1.471
Cl 5.179 -2.256 0.323 0.247 0.329 0.950
C 3.568 -3.883 -1.089 2.623 -0.133 -0.845
N 2.580 -3.613 -0.215 -1.096 0.346 1.689
C 1.852 -4.534 0.485 -1.860 -1.917 0.533
C 1.811 -5.938 0.169 0.638 1.384 0.791
C 0.870 -6.745 0.772 -0.304 1.044 -0.156
C -0.188 -6.216 1.517 0.646 -1.005 -0.639
C -0.158 -4.902 1.864 0.788 1.137 0.058
C 0.955 -4.096 1.535 -0.316 -0.857 -1.637
C 1.204 -2.802 2.206 -1.684 1.543 0.623
C 0.972 -1.488 1.378 0.299 0.131 0.518
O 1.751 -1.290 0.410 -1.252 0.428 0.804
O 0.068 -0.709 1.851 0.795 -0.888 -0.751
H 4.190 -5.401 -4.080 0.095 -0.370 -0.289
H 6.582 -4.808 -3.438 -0.497 0.038 0.186
H 7.016 -3.463 -1.413 -1.419 -0.714 -0.384
H 2.307 -2.632 0.102 0.770 0.329 -0.648
H 2.578 -6.338 -0.492 -0.281 -0.074 0.191
H 0.867 -7.769 0.550 0.049 -1.393 -0.284
H -0.984 -6.879 1.788 -0.442 -0.089 0.223
H -1.016 -4.459 2.357 0.295 0.106 0.415
H 2.248 -2.847 2.438 0.757 0.450 0.513
H 0.575 -2.662 3.142 0.893 -0.482 -1.075
```
Forces are in eV/Å.

## Properties
expectation value of S²	0.759
HOMO-LUMO gap (alpha / beta)	4.737 / 4.565	eV
net charge	-2
spin multiplicity	2
calculated total energy	-8472.4182	a.u.

Löwdin charges, unit e, in atom order: atom 1 (Cu): 0.673, atom 2 (F): 0.106, atom 3 (C): -0.656, atom 4 (F): 0.135, atom 5 (F): 0.126, atom 6 (S): 0.621, atom 7 (O): -0.344, atom 8 (O): -0.284, atom 9 (N): -0.304, atom 10 (S): 0.616, atom 11 (O): -0.288, atom 12 (O): -0.281, atom 13 (C): -0.555, atom 14 (F): 0.083, atom 15 (F): 0.129, atom 16 (F): 0.036, atom 17 (Br): 0.594, atom 18 (C): -0.685, atom 19 (C): -0.173, atom 20 (C): -0.020, atom 21 (C): -0.279, atom 22 (C): -0.019, atom 23 (C): -0.123, atom 24 (N): -0.033, atom 25 (C): -0.377, atom 26 (C): -0.249, atom 27 (C): -0.031, atom 28 (C): -0.119, atom 29 (C): -0.117, atom 30 (C): -0.162, atom 31 (N): 0.007, atom 32 (H): 0.080, atom 33 (H): 0.116, atom 34 (H): 0.063, atom 35 (H): 0.113, atom 36 (H): 0.138, atom 37 (H): 0.087, atom 38 (H): 0.093, atom 39 (H): 0.080, atom 40 (H): 0.085, atom 41 (C): -0.118, atom 42 (O): -0.171, atom 43 (C): -0.208, atom 44 (C): -0.121, atom 45 (H): 0.077, atom 46 (H): 0.054, atom 47 (H): 0.111, atom 48 (H): 0.071, atom 49 (H): 0.080, atom 50 (H): 0.050, atom 51 (Cl): 0.777, atom 52 (C): -0.608, atom 53 (C): -0.111, atom 54 (C): -0.130, atom 55 (C): -0.151, atom 56 (C): -0.599, atom 57 (Cl): 0.748, atom 58 (C): -0.294, atom 59 (N): 0.060, atom 60 (C): -0.183, atom 61 (C): -0.082, atom 62 (C): -0.122, atom 63 (C): -0.130, atom 64 (C): -0.053, atom 65 (C): -0.150, atom 66 (C): -0.057, atom 67 (C): -0.528, atom 68 (O): -0.002, atom 69 (O): -0.071, atom 70 (H): 0.087, atom 71 (H): 0.105, atom 72 (H): 0.121, atom 73 (H): 0.062, atom 74 (H): 0.081, atom 75 (H): 0.073, atom 76 (H): 0.084, atom 77 (H): 0.116, atom 78 (H): 0.111, atom 79 (H): 0.138

=====

# 4
Density functional theory data (the ωB97M-V functional and the def2-TZVPD basis) for a gas-phase ion, C19H39IN3O5 (charge +1).

Geometry as XYZ:
```
67
Properties=species:S:1:pos:R:3:forces:R:3
C -3.836 0.273 0.011 0.186 0.143 0.097
C -4.047 -0.135 -1.442 0.141 -0.004 0.018
O -5.398 0.029 -1.835 0.035 -0.259 -0.182
C -3.715 -1.605 -1.698 0.120 -0.069 -0.011
N -2.331 -1.781 -2.162 0.311 0.225 0.720
C -1.762 -3.113 -1.948 0.084 0.077 -0.368
C -0.252 -3.056 -2.122 -0.176 0.042 -0.395
O 0.461 -2.751 -0.907 0.095 0.238 0.127
N 0.499 -1.356 -0.682 -0.560 0.003 -0.227
C 1.532 -0.628 -1.550 0.257 0.189 -0.269
C 2.597 -1.528 -2.166 0.097 -0.080 0.059
C 3.546 -2.280 -1.237 0.036 -0.298 -0.272
C 4.483 -3.195 -2.039 -0.339 -0.172 0.110
I 6.413 -2.361 -2.319 0.098 0.084 -0.163
C 2.073 0.575 -0.786 -0.105 0.068 0.101
C 0.942 1.265 -0.032 -0.083 -0.028 -0.152
C 1.292 2.687 0.409 -0.234 0.295 -0.097
C 0.022 3.433 0.809 -1.685 0.189 -1.512
O -0.949 3.498 0.033 2.132 -0.404 1.973
N 0.039 4.007 2.122 -0.469 -0.349 -0.562
C -1.228 3.737 2.816 -0.162 0.315 0.174
C 0.286 5.450 1.995 0.037 0.047 0.138
C 0.414 0.361 1.108 0.097 -0.008 -0.257
C 0.950 0.690 2.495 0.076 0.147 0.311
C 0.374 -0.150 3.630 -0.237 -0.129 -0.063
O -1.043 -0.285 3.471 0.240 0.300 -0.299
C 0.642 -1.124 0.798 0.059 -0.229 0.405
O 1.898 -1.598 1.162 -0.057 0.502 -0.126
H -3.484 1.303 0.104 -0.110 0.004 0.003
H -3.099 -0.368 0.498 0.112 -0.014 0.045
H -4.775 0.170 0.558 0.025 -0.068 0.033
H -3.385 0.468 -2.076 -0.054 0.010 -0.116
H -5.696 0.909 -1.605 -0.079 0.300 0.071
H -4.437 -1.978 -2.425 -0.066 -0.173 0.021
H -3.811 -2.169 -0.767 -0.196 -0.051 -0.086
H -2.284 -1.554 -3.145 0.045 0.108 -0.131
H -2.013 -3.445 -0.942 0.022 -0.097 0.034
H -2.134 -3.863 -2.656 -0.183 -0.048 0.066
H 0.176 -3.991 -2.482 -0.036 -0.098 0.298
H -0.017 -2.301 -2.877 0.041 -0.048 -0.014
H -0.441 -1.000 -0.945 0.040 -0.085 -0.039
H 0.946 -0.223 -2.381 -0.137 -0.104 0.098
H 3.191 -0.855 -2.793 -0.039 0.000 -0.055
H 2.128 -2.238 -2.852 0.046 0.043 0.054
H 2.975 -2.916 -0.563 0.038 0.159 0.063
H 4.144 -1.578 -0.659 -0.136 -0.063 0.236
H 4.067 -3.429 -3.019 0.157 0.090 -0.028
H 4.635 -4.144 -1.529 0.118 0.109 0.041
H 2.873 0.282 -0.105 0.110 0.068 -0.102
H 2.450 1.259 -1.547 0.256 -0.056 0.105
H 0.121 1.390 -0.751 -0.014 0.034 0.022
H 2.009 2.715 1.225 0.051 -0.031 -0.002
H 1.720 3.221 -0.442 0.020 -0.036 -0.055
H -1.998 4.481 2.589 -0.008 -0.031 -0.074
H -1.051 3.746 3.892 0.032 0.045 -0.029
H -1.622 2.761 2.542 0.087 -0.082 0.004
H 0.381 5.880 2.992 0.100 -0.003 -0.025
H 1.201 5.632 1.432 0.092 -0.016 0.092
H -0.539 5.948 1.476 -0.025 -0.011 -0.006
H -0.664 0.491 1.145 -0.273 0.001 0.086
H 2.039 0.608 2.534 0.011 -0.005 -0.069
H 0.710 1.730 2.715 0.008 0.029 -0.071
H 0.847 -1.134 3.691 -0.004 -0.025 -0.061
H 0.573 0.357 4.575 0.076 -0.019 0.053
H -1.296 -1.191 3.622 -0.152 -0.275 0.266
H -0.158 -1.709 1.258 0.056 -0.059 -0.120
H 1.817 -2.326 1.775 -0.023 -0.338 0.114
```
Forces are in eV/Å.

## Properties
HOMO-LUMO gap	9.149	eV
net charge	+1
SMILES	C[C@H](O)CNCCO[N@@H+]1[C@H](CCCI)C[C@H](CC(=O)N(C)C)[C@H](CCO)[C@@H]1O
calculated total energy	-1585.2128	a.u.

Löwdin charges, unit e, in atom order: atom 1 (C): -0.035, atom 2 (C): -0.430, atom 3 (O): -0.029, atom 4 (C): -0.165, atom 5 (N): -0.064, atom 6 (C): -0.182, atom 7 (C): -0.143, atom 8 (O): -0.051, atom 9 (N): 0.026, atom 10 (C): -0.199, atom 11 (C): -0.146, atom 12 (C): -0.311, atom 13 (C): -0.667, atom 14 (I): 0.795, atom 15 (C): -0.082, atom 16 (C): -0.252, atom 17 (C): -0.059, atom 18 (C): -0.406, atom 19 (O): 0.090, atom 20 (N): -0.196, atom 21 (C): -0.067, atom 22 (C): -0.058, atom 23 (C): -0.193, atom 24 (C): -0.120, atom 25 (C): -0.218, atom 26 (O): -0.055, atom 27 (C): -0.247, atom 28 (O): 0.054, atom 29 (H): 0.077, atom 30 (H): 0.062, atom 31 (H): 0.092, atom 32 (H): 0.136, atom 33 (H): 0.095, atom 34 (H): 0.129, atom 35 (H): 0.122, atom 36 (H): 0.123, atom 37 (H): 0.127, atom 38 (H): 0.130, atom 39 (H): 0.142, atom 40 (H): 0.119, atom 41 (H): 0.174, atom 42 (H): 0.159, atom 43 (H): 0.138, atom 44 (H): 0.106, atom 45 (H): 0.095, atom 46 (H): 0.078, atom 47 (H): 0.043, atom 48 (H): 0.040, atom 49 (H): 0.134, atom 50 (H): 0.143, atom 51 (H): 0.145, atom 52 (H): 0.124, atom 53 (H): 0.137, atom 54 (H): 0.090, atom 55 (H): 0.093, atom 56 (H): 0.080, atom 57 (H): 0.094, atom 58 (H): 0.093, atom 59 (H): 0.095, atom 60 (H): 0.136, atom 61 (H): 0.137, atom 62 (H): 0.102, atom 63 (H): 0.114, atom 64 (H): 0.124, atom 65 (H): 0.083, atom 66 (H): 0.172, atom 67 (H): 0.126